{"formula": "C5H14N4", "method": "the ωB97M-V functional and the def2-TZVPD basis", "symbols": ["C", "C", "N", "N", "N", "H", "H", "H", "H", "H", "H", "H", "H", "H", "C", "C", "C", "N", "H", "H", "H", "H", "H"], "xyz": [[-0.676, -1.003, 1.199], [-1.454, -0.597, -1.098], [-0.905, 0.014, 0.098], [-1.719, 1.053, 0.619], [-0.027, -0.462, 2.339], [-2.673, 0.716, 0.797], [-1.776, 1.800, -0.066], [0.785, 0.203, 2.003], [-0.671, 0.174, 2.802], [-0.051, -1.773, 0.738], [-1.654, -1.434, 1.477], [-0.750, -1.340, -1.469], [-1.597, 0.169, -1.864], [-2.421, -1.088, -0.909], [1.420, 1.062, -0.219], [1.994, -0.182, -0.709], [1.965, -0.537, -1.988], [1.639, 1.399, 0.999], [1.285, 2.317, 1.253], [1.011, 1.733, -0.984], [2.418, -0.828, 0.047], [2.350, -1.487, -2.326], [1.508, 0.090, -2.739]], "spin_multiplicity": 1, "smiles": "[H]/N=C/C=C.CN(N)CN", "e_above_lowest_kcal_mol": 57.95, "homo_ev": -8.547, "lumo_energy_ev": 0.72}